P.
ORCA calculation (wB97M-V/def2-TZVPD) on a cluster of 7 separate species, C21H56O7 in total.

Atoms and positions in Å:
1 C 3.462 -2.976 -2.586
2 C 2.758 -1.957 -3.490
3 C 1.360 -2.471 -3.820
4 O 2.716 -0.577 -3.025
5 H 3.386 -3.947 -3.112
6 H 3.108 -2.988 -1.561
7 H 4.568 -2.737 -2.436
8 H 3.405 -1.928 -4.348
9 H 0.902 -1.863 -4.606
10 H 0.746 -2.273 -2.932
11 H 1.309 -3.494 -4.219
12 H 1.910 -0.523 -2.524
13 C 1.211 -1.213 2.576
14 C 2.000 -1.905 1.431
15 C 2.849 -2.952 2.033
16 O 1.087 -2.508 0.551
17 H 0.759 -0.339 2.121
18 H 1.742 -1.008 3.535
19 H 0.441 -1.949 2.880
20 H 2.617 -1.266 0.866
21 H 3.395 -3.566 1.311
22 H 2.345 -3.629 2.719
23 H 3.646 -2.376 2.604
24 H 0.653 -1.856 0.006
25 C 2.861 1.229 -0.599
26 C 2.010 1.930 0.428
27 C 2.414 3.342 0.728
28 O 0.639 1.938 -0.016
29 H 3.888 1.246 -0.260
30 H 2.838 1.871 -1.492
31 H 2.541 0.228 -0.959
32 H 2.100 1.318 1.373
33 H 3.494 3.455 0.902
34 H 1.834 3.763 1.580
35 H 2.126 4.052 -0.070
36 H 0.128 2.285 0.777
37 C -3.774 5.742 -0.242
38 C -2.562 4.916 0.300
39 C -1.381 4.644 -0.725
40 O -2.019 5.523 1.475
41 H -4.236 5.530 -1.170
42 H -3.519 6.765 -0.201
43 H -4.590 5.717 0.480
44 H -2.990 3.953 0.684
45 H -0.787 3.887 -0.218
46 H -0.829 5.546 -0.845
47 H -1.716 4.420 -1.736
48 H -1.496 6.319 1.263
49 C -1.286 -5.851 0.275
50 C -0.652 -5.761 -1.083
51 C -1.577 -4.864 -2.008
52 O 0.713 -5.422 -0.988
53 H -1.489 -4.832 0.673
54 H -0.542 -6.293 0.973
55 H -2.186 -6.445 0.297
56 H -0.743 -6.829 -1.437
57 H -1.360 -3.857 -1.692
58 H -2.658 -5.153 -1.841
59 H -1.304 -4.936 -3.048
60 H 0.925 -4.459 -1.046
61 C -2.637 2.375 3.322
62 C -1.110 2.642 3.456
63 C -0.349 1.413 3.895
64 O -0.469 3.040 2.253
65 H -2.826 1.673 2.534
66 H -3.166 3.264 3.055
67 H -2.979 2.031 4.252
68 H -1.044 3.420 4.250
69 H -0.541 1.221 4.959
70 H 0.680 1.695 3.839
71 H -0.637 0.558 3.321
72 H -0.687 3.989 2.079
73 C -2.397 -0.571 -0.308
74 C -1.488 -0.476 -1.517
75 C -1.912 0.798 -2.305
76 O -0.182 -0.432 -1.100
77 H -2.191 -1.302 0.464
78 H -3.414 -0.724 -0.742
79 H -2.275 0.330 0.221
80 H -1.566 -1.323 -2.159
81 H -2.877 0.711 -2.769
82 H -1.136 1.000 -3.051
83 H -2.062 1.572 -1.554
84 H 0.074 0.476 -0.903

**E_LUMO**: 0.479 eV
**Net charge**: 0
**Structure (SMILES)**: CC(C)O.CC(C)O.CC(C)O.CC(C)O.CC(C)O.CC(C)O.CC(C)O
**HOMO energy**: -9.6 eV

=====

Q.
ORCA calculation (wB97M-V/def2-TZVPD) on a cluster of 7 separate species, C21H56O7 in total.

Atoms and positions in Å:
1 C -6.013 4.186 -6.732
2 C -4.804 5.044 -6.272
3 C -4.952 6.600 -6.584
4 O -4.594 4.956 -4.872
5 H -5.843 3.113 -6.817
6 H -6.521 4.516 -7.638
7 H -6.723 4.493 -5.963
8 H -4.002 4.574 -6.843
9 H -4.921 6.781 -7.658
10 H -4.117 7.140 -6.138
11 H -5.920 6.958 -6.231
12 H -4.053 4.184 -4.688
13 C 3.667 0.115 -2.473
14 C 4.755 1.047 -1.824
15 C 6.201 0.577 -1.988
16 O 4.632 2.305 -2.428
17 H 3.496 0.314 -3.531
18 H 2.722 0.476 -2.065
19 H 3.623 -0.964 -2.324
20 H 4.630 1.235 -0.758
21 H 6.559 -0.031 -1.157
22 H 6.978 1.339 -2.041
23 H 6.270 0.087 -2.959
24 H 5.373 2.454 -3.019
25 C -4.569 -6.737 2.608
26 C -5.114 -5.745 3.619
27 C -5.752 -6.256 4.907
28 O -3.962 -4.944 3.953
29 H -5.407 -7.388 2.359
30 H -3.656 -7.092 3.085
31 H -4.368 -6.316 1.623
32 H -5.756 -5.043 3.088
33 H -5.178 -7.033 5.412
34 H -6.765 -6.646 4.801
35 H -5.987 -5.547 5.700
36 H -4.176 -4.109 4.377
37 C 3.509 1.659 3.980
38 C 4.459 1.333 5.209
39 C 5.962 1.345 4.909
40 O 4.124 2.120 6.277
41 H 3.636 2.705 3.700
42 H 2.461 1.506 4.241
43 H 3.703 1.054 3.094
44 H 4.157 0.337 5.534
45 H 6.304 2.327 4.584
46 H 6.287 0.657 4.127
47 H 6.555 1.129 5.797
48 H 4.309 3.061 6.229
49 C -1.902 -0.447 1.252
50 C -1.494 0.375 -0.004
51 C -2.665 0.498 -1.013
52 O -1.087 1.685 0.374
53 H -2.578 0.091 1.917
54 H -1.030 -0.660 1.870
55 H -2.419 -1.371 0.994
56 H -0.609 -0.087 -0.441
57 H -2.467 1.316 -1.705
58 H -3.502 0.886 -0.433
59 H -2.923 -0.469 -1.445
60 H -0.567 2.027 -0.357
61 C 2.458 3.418 -6.437
62 C 1.557 4.226 -5.546
63 C 0.260 4.605 -6.120
64 O 1.235 3.491 -4.398
65 H 2.002 2.499 -6.807
66 H 3.298 3.004 -5.880
67 H 2.796 4.006 -7.290
68 H 2.149 5.089 -5.244
69 H -0.395 3.740 -6.228
70 H 0.389 5.159 -7.049
71 H -0.243 5.292 -5.439
72 H 2.101 3.244 -4.064
73 C 1.633 -6.766 6.773
74 C 0.835 -5.699 5.970
75 C 1.598 -4.971 4.901
76 O -0.115 -6.349 5.199
77 H 2.440 -7.221 6.198
78 H 0.974 -7.453 7.304
79 H 2.176 -6.160 7.498
80 H 0.334 -4.991 6.629
81 H 1.965 -5.534 4.044
82 H 2.366 -4.414 5.439
83 H 1.020 -4.173 4.434
84 H -0.809 -5.758 4.896

**E_LUMO**: 0.416 eV
**Net charge**: 0
**Structure (SMILES)**: CC(C)O.CC(C)O.CC(C)O.CC(C)O.CC(C)O.CC(C)O.CC(C)O
**HOMO energy**: -9.6 eV

=====

It is Q that is the least stable of them.